(1)
Molecular formula: C33H42N2O2OsP2S
Method: DFT, the ωB97M-V functional and the def2-TZVPD basis

```
83
Properties=species:S:1:pos:R:3:forces:R:3:mulliken_charge:R:1
C -2.825 0.813 4.892 0.0 0.0 0.0 -0.64
H -1.481 2.447 5.263 0.0 0.0 0.0 0.52
C 0.433 -3.363 1.032 0.0 0.0 0.0 -0.17
C -1.575 2.698 -1.162 0.1 0.2 -0.2 0.09
C 2.213 3.503 -0.891 0.0 0.0 0.0 -1.02
C 0.760 -5.085 2.685 0.0 0.0 0.0 -0.81
H 2.485 2.175 0.742 0.0 0.0 0.0 0.52
H 3.005 -1.688 1.411 0.0 0.0 0.0 0.53
C 0.328 -2.404 2.039 0.0 0.1 0.3 0.60
H -1.977 3.012 -4.330 0.0 0.0 0.0 0.41
H -3.098 4.896 -2.648 0.0 0.0 0.0 0.37
H 0.749 -4.432 4.733 0.0 0.0 0.0 0.51
C -1.510 4.994 -0.292 0.0 0.0 0.0 -1.22
C -2.154 -0.766 3.210 0.0 0.1 -0.1 -0.83
H -2.872 1.608 -3.740 0.0 0.0 0.0 0.32
H 0.736 -5.435 0.572 0.0 0.0 0.0 0.53
H -1.728 3.651 1.921 0.0 0.0 0.0 0.58
C 4.594 -3.316 -3.114 0.0 0.0 0.0 -0.62
H 1.509 0.375 -3.081 -0.1 0.0 0.0 0.65
H 2.124 -0.396 3.249 0.0 0.0 0.0 0.78
H 5.211 -1.547 -4.167 0.0 0.0 0.0 0.47
H -0.847 -3.658 -2.285 0.0 0.0 0.0 0.34
H 2.491 -3.416 -0.466 0.0 0.0 0.0 0.32
C 2.208 2.261 -0.299 0.1 0.1 0.0 -0.19
H 0.357 -3.093 -0.012 -0.1 0.1 0.0 0.94
C 3.036 -1.626 -1.572 0.0 0.0 -0.1 1.00
H -1.937 -4.087 -0.901 0.0 0.0 0.0 0.32
S -2.263 -1.864 -1.683 0.0 -0.1 0.1 0.45
C -1.674 1.563 4.670 0.0 0.0 0.0 -0.79
N -1.477 3.529 -0.138 0.0 -0.1 0.0 0.29
P 2.166 -0.552 -0.473 0.0 -0.5 0.4 0.96
H -4.529 -2.436 -1.774 0.0 0.0 0.0 0.52
H -3.882 -2.584 -0.104 0.0 0.0 0.0 0.35
H 2.469 4.379 -0.310 0.0 0.0 0.0 0.57
O -1.426 -1.428 -0.346 -0.2 -0.2 -0.2 -0.74
C -1.193 3.033 1.203 0.0 0.0 0.0 -1.03
C 0.664 -4.136 3.696 0.0 0.0 0.0 -0.80
C -3.065 -0.348 4.164 0.0 0.0 0.0 -0.75
C 0.454 -2.804 3.377 -0.1 0.0 0.0 -1.00
H -3.950 -0.937 4.362 0.0 0.0 0.0 0.49
H -3.807 4.005 -1.273 0.0 0.0 0.0 0.41
C 0.651 -4.695 1.357 0.0 0.0 0.0 -0.97
H -0.762 5.406 0.384 0.0 0.0 0.0 0.45
P 0.201 -0.613 1.818 0.2 -0.3 -0.2 0.70
H -4.147 3.503 -2.931 0.0 0.0 0.0 0.42
C -3.388 3.917 -2.271 0.0 0.0 0.0 -1.17
O -0.969 1.512 -1.138 -0.3 -0.2 0.2 -0.04
H 0.148 1.733 3.575 0.0 0.0 0.0 0.44
C -0.761 1.160 3.712 0.1 -0.1 0.0 -0.73
C 3.816 -1.097 -2.610 0.0 -0.1 0.0 -0.60
C -3.906 -1.973 -1.006 0.0 0.0 0.0 -1.02
H 1.892 1.053 2.285 0.1 0.0 0.0 0.55
C -0.999 -0.008 2.974 0.0 0.1 0.0 0.81
C 4.593 -1.950 -3.375 0.0 0.0 0.0 -0.83
H 3.850 -0.033 -2.802 0.0 0.0 0.0 0.45
C 2.832 -0.625 1.217 0.2 0.2 0.0 -0.91
H -2.321 -1.692 2.674 0.0 0.0 0.0 0.53
H -1.248 5.268 -1.310 0.0 0.0 0.0 0.43
C 1.947 3.624 -2.259 0.0 0.0 0.1 -0.55
C 1.921 1.107 -1.073 -0.1 0.1 -0.1 -0.18
C 1.673 2.505 -3.044 0.0 -0.1 0.0 -1.11
H 3.818 -0.150 1.213 0.0 0.0 0.0 0.72
C -2.034 2.273 -3.532 0.0 0.0 0.0 -0.91
C 1.874 -0.034 2.250 -0.1 0.0 -0.1 -1.33
C -1.848 -3.586 -1.864 0.0 0.0 0.0 -0.99
H -1.110 1.706 -3.504 0.0 0.0 0.0 0.23
H -4.260 -0.964 -0.808 0.0 0.0 0.0 0.35
H -0.124 3.090 1.421 0.0 0.0 0.0 0.34
C 1.667 1.255 -2.466 0.0 0.1 -0.1 -0.24
Os -0.089 -0.051 -0.472 0.1 0.3 0.1 2.56
H 5.207 -3.977 -3.712 0.0 0.0 0.0 0.45
H 1.986 4.603 -2.722 0.0 0.0 0.0 0.53
H 3.858 -4.901 -1.868 0.0 0.0 0.0 0.49
H -1.547 2.012 1.312 0.0 0.0 0.0 0.17
H 0.372 -2.082 4.182 0.0 0.0 0.0 0.49
C 3.830 -3.840 -2.075 0.0 0.0 0.0 -0.83
H -3.529 1.125 5.652 0.0 0.0 0.0 0.47
H -2.480 5.410 -0.031 0.0 0.0 0.0 0.35
N -2.250 2.976 -2.265 0.0 0.0 0.1 0.12
H 0.922 -6.126 2.933 0.0 0.0 0.0 0.49
H 1.509 2.615 -4.108 0.0 0.0 0.0 0.60
C 3.053 -3.004 -1.295 0.0 0.0 0.0 -0.52
H -2.568 -3.994 -2.579 0.0 0.0 0.0 0.54
```
Positions in Å, forces in eV/Å.

Calculated values
* charge: +4
* LUMO level (alpha / beta): -13.4 / -13.4 eV
* multiplicity: 1


(2)
Molecular formula: C40H45AsEuN5PS2
Method: DFT, the ωB97M-V functional and the def2-TZVPD basis

```
95
Properties=species:S:1:pos:R:3:forces:R:3:mulliken_charge:R:1
C 15.474 12.397 17.792 0.8 0.5 1.9 -1.11
H 11.810 12.870 9.755 -0.1 -0.1 -0.2 0.54
H 15.747 11.714 18.633 -0.2 0.4 -0.8 0.39
C 14.065 12.174 17.284 -0.3 -0.9 -2.2 0.14
H 13.732 8.056 7.525 -0.3 0.2 -0.2 0.41
H 10.107 6.974 10.510 -0.8 -0.5 -0.5 0.61
H 13.944 6.859 17.949 -0.4 0.0 0.3 0.23
S 11.838 8.837 16.467 0.0 -0.5 -0.2 -0.44
C 16.844 10.180 5.774 1.1 0.3 -0.1 -0.74
H 9.976 9.431 10.434 0.0 0.0 0.1 0.47
C 11.601 9.681 11.798 -0.8 2.3 0.4 0.38
C 11.834 7.113 7.544 0.2 -1.6 0.3 -0.38
C 15.527 10.473 5.938 -2.2 2.0 0.5 -0.42
H 8.465 16.501 17.144 -0.1 0.4 -0.3 0.47
As 13.078 11.137 7.410 0.2 -0.2 0.5 0.20
C 9.874 14.345 14.929 0.0 -0.8 -0.3 -0.16
H 17.089 10.807 15.223 0.4 0.4 0.2 0.35
H 14.880 12.610 14.012 -0.3 0.5 0.5 0.32
N 10.942 11.410 17.551 0.5 -1.6 -1.2 0.63
H 17.424 12.347 17.009 0.1 0.4 0.4 0.31
H 10.253 12.567 19.034 -0.3 0.1 0.2 0.39
C 10.708 9.600 7.399 -1.4 0.3 -0.8 -0.59
H 13.252 6.285 19.518 -0.1 0.0 -0.5 0.36
C 10.672 8.939 11.109 -0.6 -0.3 -1.3 -0.30
C 9.873 11.955 12.040 -0.1 0.8 0.4 1.19
H 13.654 11.289 17.758 -0.4 0.2 0.2 -0.30
C 14.718 12.946 15.057 1.0 -0.2 0.3 -0.50
C 15.675 10.033 8.289 0.9 0.2 -1.7 0.45
H 13.292 10.200 9.887 -0.1 0.2 -0.6 0.30
S 12.748 8.502 19.278 -0.5 0.4 0.3 -0.01
H 16.130 14.264 16.235 0.0 -0.1 -0.1 0.31
C 12.651 8.198 7.476 0.3 1.1 0.0 -0.30
H 16.972 13.354 14.930 -0.9 -0.1 0.7 0.34
H 17.569 9.213 8.959 -0.1 0.5 -0.3 0.37
H 10.013 14.158 13.865 0.2 0.2 0.2 0.53
C 12.548 7.693 12.724 -0.6 0.5 -0.1 -0.69
H 9.043 14.625 18.575 0.1 0.0 -0.3 0.43
C 11.671 6.951 11.959 0.2 -0.6 -0.2 -0.74
C 9.458 13.236 11.636 -0.9 -0.5 -0.5 -1.22
H 15.237 9.894 9.220 -0.7 -0.1 1.6 0.45
H 10.905 11.357 9.520 0.2 0.0 -0.2 0.37
N 10.215 13.332 15.735 0.1 0.5 -0.3 0.08
C 17.605 9.854 6.882 0.9 -0.8 0.3 -0.25
C 7.250 12.747 12.554 0.9 1.8 -0.8 -0.64
C 13.052 6.865 18.600 0.0 -0.4 -0.4 -0.78
H 13.981 11.814 9.710 -0.2 0.0 -0.1 0.69
H 14.977 10.430 14.568 0.0 -0.5 -2.6 0.50
C 8.966 11.170 12.773 3.1 -1.1 -0.7 -0.52
C 10.457 7.195 7.612 -0.6 0.5 -0.5 -0.81
C 14.962 10.625 15.573 0.0 1.0 3.1 -0.57
H 11.779 5.870 11.959 -0.2 0.1 0.0 0.44
H 18.671 9.657 6.741 -0.3 0.0 0.1 0.36
H 6.234 13.075 12.596 -0.6 -0.2 0.4 0.49
H 13.244 7.227 13.388 0.3 -0.3 0.2 0.56
H 12.192 6.433 18.038 0.6 0.5 0.6 0.32
C 9.969 13.499 17.046 -0.3 -0.9 -0.4 0.84
C 16.415 10.885 16.073 -0.2 -1.4 0.9 -0.84
C 11.822 11.791 9.929 0.1 0.4 0.8 -1.31
C 7.717 11.562 13.079 -1.9 -0.5 -0.2 -0.96
H 7.084 10.785 13.508 -0.2 0.6 0.2 0.49
C 12.060 9.454 7.372 2.0 0.8 0.3 0.47
C 9.909 8.485 7.502 -1.5 -1.2 0.4 -0.45
C 11.837 9.409 18.087 0.0 1.4 0.1 0.46
H 17.359 10.314 4.826 -0.3 -0.2 0.0 0.38
C 17.028 9.682 8.131 -0.8 0.0 -0.1 -0.89
C 12.472 9.085 12.648 1.5 -0.9 1.0 -0.52
C 13.130 11.187 9.416 -0.3 0.1 0.3 -0.92
H 7.707 14.540 11.401 0.4 -0.5 0.3 0.45
C 8.945 15.657 16.687 0.6 -1.1 0.2 -0.51
N 16.468 12.249 16.689 -0.3 -0.2 -0.8 0.02
H 15.599 13.427 18.161 0.1 -0.4 0.0 0.36
H 8.816 8.645 7.484 0.6 -0.3 0.0 0.37
C 16.144 13.318 15.692 0.1 0.0 -1.4 -0.71
H 9.283 10.129 12.939 -0.3 0.2 0.3 0.54
H 10.104 13.816 10.990 0.0 0.3 0.2 0.36
C 9.290 14.580 17.511 -0.7 1.4 1.2 -0.74
C 14.914 10.533 7.220 1.2 -1.3 -0.5 -0.18
N 14.122 11.832 15.791 0.0 -0.4 0.9 0.43
H 9.185 16.308 14.635 -0.4 0.3 -0.2 0.48
H 13.181 9.697 13.212 -0.1 -0.1 -0.1 0.66
H 14.526 9.777 16.095 -0.2 0.0 0.0 0.29
H 10.182 10.541 7.180 0.6 -0.2 0.3 0.48
Eu 11.078 11.030 14.957 0.2 0.2 -0.2 1.19
H 13.386 13.039 17.362 0.4 -0.4 0.3 0.52
H 14.942 10.940 5.130 0.4 -0.6 0.0 0.34
C 10.714 7.560 11.140 1.2 0.5 0.9 -0.96
H 16.765 10.165 16.892 -0.6 0.9 -1.2 0.29
P 11.648 11.546 11.781 -0.2 -0.9 -0.7 0.69
C 8.122 13.616 11.834 -0.3 -0.9 0.5 -0.43
H 12.338 6.156 7.560 -0.2 -0.3 0.1 0.41
H 9.865 6.262 7.648 0.2 0.9 0.0 0.47
N 11.356 10.576 18.536 1.0 -2.1 0.1 -1.34
C 9.286 15.523 15.355 0.2 0.3 0.2 -0.90
C 10.347 12.429 17.963 -0.3 1.8 0.8 -0.71
H 14.016 13.783 15.140 0.4 0.1 -0.3 0.44
```
Positions in Å, forces in eV/Å.

Calculated values
* charge: +2
* ΔE to the lowest compared entry with this formula, charge and spin: 12.81 kcal/mol
* LUMO level (alpha / beta): -5.2 / -5.2 eV
* multiplicity: 8


(3)
Molecular formula: C4H5ClN2
Method: DFT, the ωB97M-V functional and the def2-TZVPD basis

```
12
Properties=species:S:1:pos:R:3:forces:R:3:mulliken_charge:R:1
C -2.563 -0.827 -0.284 0.0 1.1 0.4 -0.19
C 0.924 0.011 -0.947 -1.1 -1.1 2.9 0.02
H 0.890 0.966 1.737 -0.6 -0.5 -0.8 0.20
H 0.426 0.789 -1.533 0.9 -0.2 -0.6 0.34
C -1.460 -0.605 0.156 0.6 -0.7 -1.7 -0.72
H -3.565 -0.612 -0.601 0.1 -0.6 0.1 0.37
H -0.744 1.279 1.444 1.1 -0.9 -0.6 0.23
C 0.000 -0.408 0.314 -0.6 2.1 -0.2 0.55
Cl 3.450 0.179 -1.508 0.0 0.3 -0.4 -0.13
N 0.131 0.873 1.043 -0.5 0.9 1.4 -0.59
N 2.088 -0.396 -0.645 -0.5 0.0 -0.8 -0.36
H 0.422 -1.248 0.824 0.5 -0.5 0.2 0.27
```
Positions in Å, forces in eV/Å.

Calculated values
* ΔE to the lowest compared entry with this formula, charge and spin: 105.62 kcal/mol
* LUMO level: 0.9 eV
* multiplicity: 1
* SMILES: C#C[C@H](N)/C=N/Cl


(4)
Molecular formula: C18H61N11O29
Method: DFT, the ωB97M-V functional and the def2-TZVPD basis

```
119
Properties=species:S:1:pos:R:3:forces:R:3:mulliken_charge:R:1
H 10.854 10.541 9.185 -0.5 0.4 -0.8 0.33
N 17.271 10.402 15.838 -0.8 0.7 1.9 1.01
H 17.952 11.028 7.453 -0.3 -0.2 0.2 -0.14
H 14.136 7.602 7.365 -0.6 -0.4 0.3 0.07
O 13.887 15.530 16.855 -0.2 0.8 -0.4 -0.51
C 16.349 9.462 15.203 -1.0 0.1 -1.4 -0.47
H 14.398 12.805 6.341 0.0 0.3 0.2 0.28
C 14.083 7.509 6.281 0.9 -0.3 0.5 -0.48
N 11.853 11.985 14.818 -0.1 2.9 -0.5 0.95
H 15.293 17.703 12.698 0.3 -0.4 -0.1 0.20
O 12.427 15.298 11.490 -1.2 0.0 0.5 -0.41
H 14.728 15.415 7.172 -0.3 -0.2 -0.1 0.36
N 15.333 11.345 10.994 -0.2 -1.1 0.9 0.97
H 18.205 6.742 11.472 -0.3 -0.2 0.0 0.34
O 20.621 13.785 15.454 0.9 -1.1 0.7 -0.54
O 12.588 11.413 8.331 0.2 0.1 0.4 -0.38
H 12.167 11.805 7.562 -0.2 0.0 -0.1 0.25
H 17.952 8.433 11.269 -0.4 0.2 -0.4 0.25
H 11.758 9.532 7.966 -0.2 0.1 0.0 0.32
C 18.250 9.982 7.381 -0.2 1.5 -0.5 -0.12
H 22.121 11.663 14.815 -0.1 0.1 0.6 0.29
O 16.205 11.000 10.189 -1.3 0.2 1.3 -0.35
O 17.372 13.856 9.091 -0.8 0.7 -0.6 -0.57
H 22.023 12.556 10.157 0.0 0.0 -0.2 0.28
H 14.054 10.788 7.263 -0.3 -0.2 0.4 0.33
O 14.622 10.786 6.488 0.4 0.1 -0.1 -0.59
H 13.679 16.106 14.385 -0.1 0.1 0.0 0.09
O 12.880 17.450 17.034 0.4 0.1 0.6 -0.55
H 20.996 11.125 10.384 0.5 -0.4 -0.4 0.08
O 13.959 17.454 8.758 0.4 -2.7 1.2 -0.52
H 17.507 12.693 11.617 0.2 -0.2 -0.3 -0.12
H 12.967 15.854 7.408 0.2 -0.4 -0.6 0.34
H 17.760 7.273 9.827 0.0 0.4 0.2 0.32
H 13.120 7.870 5.920 0.0 0.2 -0.2 0.24
C 14.632 12.669 10.763 1.3 -0.6 -0.7 -0.09
C 8.850 10.855 12.565 -0.7 0.7 0.2 -0.14
C 21.902 11.630 10.719 0.0 0.2 1.0 -0.05
H 14.949 9.132 5.956 0.6 0.6 -0.2 0.55
H 12.364 11.141 12.948 0.4 0.1 0.1 0.16
H 13.969 17.404 11.547 -0.1 -0.1 0.0 -0.16
H 15.897 12.257 5.678 -0.2 -0.7 -0.4 0.49
O 19.561 11.065 5.707 -0.8 -1.5 0.8 -0.56
H 15.257 13.296 11.399 -0.8 0.5 0.4 0.22
H 11.557 13.616 9.845 0.0 -0.1 0.4 0.00
H 13.794 7.878 11.397 0.0 -0.4 0.1 0.20
H 16.593 15.390 16.412 -0.5 -0.3 0.1 0.39
H 10.675 15.003 9.360 -0.2 0.3 0.3 0.35
N 13.279 16.495 16.411 -0.8 -0.2 -0.6 0.92
O 16.943 15.321 14.057 -0.1 -1.0 1.1 -0.58
H 20.617 10.890 14.314 0.3 -0.7 0.4 0.29
O 14.849 15.695 9.822 -0.9 1.2 -0.4 -0.26
H 21.717 11.873 11.765 -0.5 0.5 0.1 -0.10
H 12.043 8.349 13.382 -0.2 -0.3 0.5 0.00
O 16.744 11.279 16.556 1.3 -1.4 -1.5 -0.52
H 15.796 12.308 7.365 -0.3 -0.1 0.5 0.03
H 13.559 12.576 10.930 0.4 0.1 0.5 0.04
H 15.842 13.706 16.643 -0.1 0.3 -0.6 0.32
H 15.501 17.984 10.934 0.0 0.1 0.2 0.21
N 14.186 16.229 8.936 1.6 2.0 0.2 0.70
O 8.470 9.919 11.604 0.4 -1.0 -1.2 -0.53
H 12.874 10.267 14.430 0.3 -0.1 -0.3 0.17
H 14.869 12.970 9.742 -0.2 -0.2 0.1 -0.40
H 19.255 13.076 11.552 -0.2 0.0 -0.3 0.12
H 15.844 9.971 14.383 -0.2 0.6 0.2 -0.16
C 12.829 11.234 13.929 -1.1 -0.5 1.1 -0.09
O 16.297 13.289 14.084 -0.3 -1.2 -0.2 -0.30
O 15.038 10.737 12.056 0.9 1.0 -2.6 -0.33
C 14.817 18.048 11.780 0.2 -0.7 0.0 0.07
C 16.609 14.325 16.177 1.0 0.6 -0.1 -0.98
H 17.421 9.310 7.159 0.2 0.0 0.1 0.24
O 18.458 10.177 15.747 0.1 0.5 -0.1 -0.56
O 12.232 12.269 15.952 -0.7 -0.9 -1.2 -0.57
N 16.173 7.249 11.201 0.2 -0.3 0.1 1.00
O 15.220 8.223 5.811 -0.6 -0.3 -0.5 -0.52
H 11.834 6.685 12.792 0.0 -0.1 -0.1 0.27
H 15.593 9.211 15.948 0.3 -0.4 -0.2 0.33
H 14.190 6.465 5.987 -0.1 0.0 0.1 0.27
H 9.541 10.415 13.284 -0.3 0.0 0.0 0.12
O 15.822 7.209 12.373 0.3 0.3 -0.5 -0.53
O 12.881 8.057 11.633 0.0 0.4 -1.1 -0.35
O 15.419 7.084 10.259 0.3 0.3 0.3 -0.56
H 17.985 14.354 11.497 0.1 0.0 -0.2 0.27
O 23.085 10.834 10.745 -0.4 0.0 -0.5 -0.52
C 12.828 16.452 14.971 0.6 -0.9 -0.2 -0.51
O 19.315 12.775 14.175 0.0 -1.6 -0.4 -0.37
H 23.697 11.367 11.258 0.3 -0.2 -0.1 0.31
N 16.637 14.287 14.660 -0.2 1.7 0.0 0.87
H 13.652 14.377 8.226 0.1 0.0 -0.3 -0.15
O 18.991 12.448 9.223 0.1 0.1 -0.6 -0.55
H 12.070 15.668 14.951 -0.1 0.1 -0.1 0.30
C 18.265 13.347 11.187 -0.3 0.8 0.5 -0.21
H 20.884 11.056 16.105 0.3 0.2 -0.2 0.32
C 17.629 7.462 10.892 0.1 -0.5 0.3 -0.83
H 9.306 11.736 12.112 0.3 0.1 0.1 -0.06
N 20.281 12.740 14.917 0.0 2.4 0.3 0.74
N 18.207 13.250 9.693 0.9 -1.4 1.6 1.09
H 12.439 17.396 14.589 0.1 -0.1 0.6 0.28
C 13.852 15.368 7.819 -1.0 0.0 -0.1 -0.49
C 11.820 10.289 8.747 -0.4 -0.6 0.9 -0.59
C 10.774 14.295 10.183 0.3 0.0 -0.2 -0.64
O 10.846 12.494 14.270 1.6 -1.4 1.1 -0.54
H 12.219 9.832 9.653 1.0 0.0 -0.3 0.08
H 7.899 11.179 12.989 0.4 0.4 1.0 0.33
N 11.234 15.038 11.424 -1.6 -0.4 -0.1 0.88
N 19.174 9.988 6.185 0.4 0.8 0.4 0.95
H 17.580 13.979 16.532 0.1 -0.3 -0.3 0.28
H 13.838 19.394 12.709 0.0 0.2 0.0 0.30
C 21.092 11.458 15.114 -1.4 0.6 -1.5 -0.75
H 13.797 11.730 14.001 -0.3 0.1 -0.2 -0.17
H 9.830 13.786 10.381 0.2 0.2 0.1 0.32
C 12.532 7.519 12.873 0.1 0.5 0.5 -0.32
H 18.786 9.759 8.304 0.2 -0.3 -0.4 0.20
O 10.320 15.299 12.226 2.3 -0.1 -1.0 -0.53
O 14.432 19.374 11.956 -0.4 1.1 0.0 -0.58
H 8.208 10.415 10.825 -0.1 -0.2 -0.1 0.30
O 19.488 8.892 5.800 0.4 -0.3 -0.5 -0.59
C 15.192 12.073 6.488 0.4 0.9 -0.4 -0.62
H 13.414 7.219 13.439 0.0 -0.1 0.1 0.20
H 16.842 8.668 14.642 0.3 -0.2 0.9 0.35
```
Positions in Å, forces in eV/Å.

Calculated values
* LUMO level: -0.9 eV
* multiplicity: 1


(5)
Molecular formula: C2H5N3S2
Method: DFT, the ωB97M-V functional and the def2-TZVPD basis

```
12
Properties=species:S:1:pos:R:3:forces:R:3:mulliken_charge:R:1
H 1.511 -1.460 -1.569 0.4 0.7 1.3 0.26
N -1.222 0.703 0.107 1.0 0.8 0.2 -0.23
H 3.078 -0.516 -0.951 -0.7 0.0 0.2 0.28
C -0.755 -0.113 1.149 2.7 1.1 1.0 -0.21
N -0.130 -0.364 -0.173 -1.7 -0.8 1.1 -0.24
H -1.438 -0.858 1.411 -0.6 -1.5 0.9 0.34
C 2.003 -0.725 -0.878 -0.9 1.0 -0.3 -0.34
S -2.861 0.224 -0.157 0.7 -0.3 -0.5 -0.11
S 1.595 1.569 0.454 1.0 1.5 0.8 -0.26
H -0.129 0.375 1.991 -1.0 -0.8 -1.6 0.18
H -2.899 1.025 -1.184 -0.7 0.6 -1.0 0.16
N 1.247 0.139 -0.200 -0.2 -2.1 -2.2 0.15
```
Positions in Å, forces in eV/Å.

Calculated values
* ΔE to the lowest compared entry with this formula, charge and spin: 148.19 kcal/mol
* LUMO level (alpha / beta): -0.2 / -0.2 eV
* multiplicity: 1
* SMILES: C=[N+]([S-])N1CN1S